1.
The following is a DFT calculation (the ωB97M-V functional and the def2-TZVPD basis) of a single C4H4N4S molecule in a non-equilibrium geometry.

Calculated values
* ΔE to the lowest compared entry with this formula, charge and spin: 105.00 kcal/mol
* HOMO-LUMO gap (spin up / spin down): 8.42 / 8.42 eV
* net charge: 0

```
13
Properties=species:S:1:pos:R:3:forces:R:3:nbo_charge:R:1
C -0.82422 1.58641 -0.42605 0.280 -0.270 -0.029 0.4382
C -1.99485 -0.89672 0.27891 1.072 1.483 2.336 0.0354
C 0.36498 1.25059 -0.82976 0.833 -0.066 -0.695 -0.6141
C -0.75523 -1.01166 0.74059 1.189 -1.266 -0.916 -0.4045
N -1.94126 1.85634 -0.05059 -0.310 0.803 0.158 -0.5988
N -2.73323 -1.53212 -0.60074 -0.369 -0.947 -0.883 -0.2921
N -3.84442 -1.00109 -0.86133 0.093 0.405 -0.414 0.0773
N -4.14614 0.14416 -0.27994 -1.109 1.058 0.862 -0.5687
S -3.03356 0.72297 0.81427 0.902 -2.635 -1.955 0.9636
H 0.70007 1.04433 -1.82188 -1.164 -0.309 -1.112 0.2605
H 1.31503 1.27344 -0.36064 0.190 0.496 1.757 0.2553
H -0.35435 -0.50783 1.55116 -0.201 1.615 1.627 0.2110
H 0.12695 -1.60381 0.42280 -1.406 -0.367 -0.736 0.2368
```
Positions in Å, forces in eV/Å.


2.
The following is a DFT calculation (the ωB97M-V functional and the def2-TZVPD basis) of C4H4N6O as an isolated structure in a non-equilibrium geometry.

Calculated values
* HOMO-LUMO gap: 8.81 eV
* net charge: +2

```
15
Properties=species:S:1:pos:R:3:forces:R:3:nbo_charge:R:1
C 2.37244 0.92921 0.55047 -1.581 1.477 -0.829 0.3126
C 0.45631 0.78788 -0.45168 -0.128 1.155 -0.337 -0.1133
C 0.91427 -0.46054 -0.03572 -1.609 2.448 -0.990 0.3109
C -0.72955 1.13362 -1.05668 -1.048 1.528 -0.618 0.8840
N 2.03697 -0.33106 0.54783 2.318 -1.818 1.547 -0.3345
N 0.04225 -1.53214 -0.07790 -0.339 -4.251 0.290 0.0490
N -0.16305 -2.64334 0.01808 1.269 1.071 -0.079 0.2289
N 1.38435 1.71705 -0.06196 2.475 -3.829 1.374 -0.4188
N -1.57387 -0.55044 -0.09197 -3.036 -1.944 1.503 -0.0853
N -2.39305 -1.34429 0.37753 0.803 2.041 -1.308 -0.2888
O -1.57110 1.65803 -1.58856 0.456 -0.200 -0.058 -0.1919
H 3.24360 1.33295 1.02173 0.405 0.260 0.033 0.2806
H 1.58666 2.66435 -0.22427 -0.522 1.751 -0.635 0.4855
H -2.29225 -2.40414 0.45446 0.786 0.591 -0.002 0.4281
H -3.31398 -0.95714 0.61864 -0.249 -0.277 0.108 0.4529
```
Positions in Å, forces in eV/Å.


3.
The following is a DFT calculation (the ωB97M-V functional and the def2-TZVPD basis) of a single C4H4N6O2 molecule in a non-equilibrium geometry.

Calculated values
* ΔE to the lowest compared entry with this formula, charge and spin: 23.72 kcal/mol
* HOMO-LUMO gap: 9.28 eV
* net charge: 0

```
16
Properties=species:S:1:pos:R:3:forces:R:3:nbo_charge:R:1
N -1.56758 2.01191 2.16591 -1.408 -0.766 -1.615 -0.8194
C -1.42454 1.34452 0.95660 -0.410 -0.579 -1.152 0.6225
N -2.21385 1.37081 -0.07423 -0.837 1.671 0.353 -0.3817
N -1.65776 0.66083 -1.13548 -0.076 -0.238 1.959 -0.1996
C -0.64242 0.10135 -0.61547 0.959 0.649 1.113 0.4196
C 0.37356 -0.64719 -1.28895 0.836 0.154 -3.145 -0.0296
N 0.48064 -0.59701 -2.62961 0.303 -0.535 2.596 0.0157
O 1.56513 -1.33513 -2.91918 -0.041 -0.664 1.096 -0.1446
N 2.15509 -1.88142 -1.73359 1.197 -0.162 -2.187 -0.1573
C 1.49084 -1.40013 -0.77270 -2.909 1.586 -1.844 0.2993
N 1.62231 -1.49130 0.53437 2.908 -1.858 2.610 -0.7731
O -0.38349 0.50659 0.76221 -0.298 -0.382 -1.913 -0.4777
H -1.16547 1.35664 2.86855 -1.331 1.195 0.050 0.4073
H -2.60757 2.35463 2.10575 2.640 -1.009 1.276 0.4340
H 2.59136 -1.71445 0.81914 -0.880 -0.193 -0.156 0.3900
H 1.38374 -0.64064 0.95668 -0.651 1.131 0.957 0.3947
```
Positions in Å, forces in eV/Å.


4.
The following is a DFT calculation (the ωB97M-V functional and the def2-TZVPD basis) of a 2-piece molecular cluster, C4H4N8S overall in a non-equilibrium geometry.

Calculated values
* ΔE to the lowest compared entry with this formula, charge and spin: 16.17 kcal/mol
* HOMO-LUMO gap: 5.97 eV
* net charge: -2

```
17
Properties=species:S:1:pos:R:3:forces:R:3:nbo_charge:R:1
C -1.80424 0.92823 -0.80321 0.004 0.591 3.900 0.0686
C 2.93867 2.37076 -1.45259 0.938 0.232 -0.676 0.1320
C 0.13039 -0.30495 0.38220 0.131 -1.470 -0.860 -0.6557
C -0.47833 0.41814 -0.79155 2.198 0.503 -2.175 0.0927
N -3.73702 1.51269 -1.34173 0.207 0.375 -0.144 -0.2015
N -2.57404 1.09557 -1.84133 -1.327 0.144 -0.511 -0.2891
N -2.47571 1.24848 0.38191 2.017 -0.401 -0.882 -0.3028
N -3.62426 1.63252 -0.00092 -1.560 -0.088 -0.921 -0.1500
N 2.00105 1.48333 -1.76446 -0.513 -0.224 -0.109 -0.4008
N 2.51739 3.13164 -0.40191 2.040 1.157 -0.587 -0.3869
N 1.31449 2.75374 -0.14900 -1.373 0.987 2.425 -0.1258
N 1.02568 1.82166 -0.92555 -3.157 -3.910 -1.778 -0.0391
S 4.37906 2.58555 -2.43383 0.029 0.001 0.518 -0.6403
H -0.27688 0.17212 1.20993 -0.985 0.394 1.879 0.2321
H 0.00317 -1.43568 0.42892 -0.477 1.381 -0.303 0.1978
H 1.18810 -0.16753 0.50171 0.583 0.204 -0.604 0.2407
H -0.40980 0.03037 -1.83275 1.244 0.124 0.829 0.2281
```
Positions in Å, forces in eV/Å.


5.
The following is a DFT calculation (the ωB97M-V functional and the def2-TZVPD basis) of an isolated ion of composition C4H4NO and charge +1 in a non-equilibrium geometry.

Calculated values
* ΔE to the lowest compared entry with this formula, charge and spin: 66.16 kcal/mol
* multiplicity: 3
* HOMO-LUMO gap (spin up / spin down): 4.27 / 8.45 eV
* net charge: +1

```
10
Properties=species:S:1:pos:R:3:forces:R:3:lowdin_spin:R:1
C -0.40884 0.78439 0.01341 1.292 -0.642 0.050 0.0453
C -1.79651 0.87621 0.00495 2.016 3.322 0.028 0.3677
C -3.34110 -1.02990 0.00236 -1.295 -1.716 -0.010 0.1324
C 1.01441 -1.28070 0.00446 3.766 -5.462 -0.048 0.6473
N 0.30916 -0.26799 0.02501 -4.482 4.779 0.038 0.5456
O -2.59510 -0.16609 -0.00194 -0.477 -1.003 0.014 0.0737
H 0.13242 1.72693 0.01552 -0.400 0.653 -0.050 0.0144
H -2.28909 1.83644 -0.00741 -0.369 -0.150 0.001 0.0133
H 1.35039 -1.75342 0.92581 -0.068 0.093 -0.070 0.0798
H 1.32784 -1.72566 -0.93772 0.017 0.127 0.047 0.0806
```
Positions in Å, forces in eV/Å.


6.
The following is a DFT calculation (the ωB97M-V functional and the def2-TZVPD basis) of an isolated ion of composition C4H4NO3 and charge -1 in a non-equilibrium geometry.

Calculated values
* ΔE to the lowest compared entry with this formula, charge and spin: 52.76 kcal/mol
* HOMO-LUMO gap: 8.37 eV
* net charge: -1

```
12
Properties=species:S:1:pos:R:3:forces:R:3:nbo_charge:R:1
O 0.90942 2.48271 0.77875 0.776 0.039 0.225 -0.7790
C -0.28409 2.39308 0.41576 -0.722 -0.595 -0.455 0.7403
O -1.11677 3.28581 0.25786 -0.283 0.427 -0.075 -0.7341
C -0.78509 0.96121 0.10294 2.682 -2.583 1.696 -0.0937
C 0.39186 -0.37647 0.49409 -2.186 2.732 -1.531 -0.0461
O 1.32992 0.02837 1.41382 0.240 0.117 0.307 -0.7811
C -1.92276 0.67197 -0.71124 0.190 0.221 0.724 0.0381
N -2.21657 0.60737 0.50750 -0.094 0.018 -0.660 -0.3075
H 0.83555 -0.61876 -0.48820 -0.051 -0.140 0.130 0.1223
H -0.21094 -1.20949 0.85828 -0.089 0.015 0.034 0.1479
H 1.39936 1.02090 1.26498 -0.087 -0.114 0.014 0.5100
H -2.36541 0.61529 -1.67952 -0.376 -0.138 -0.409 0.1828
```
Positions in Å, forces in eV/Å.


7.
The following is a DFT calculation (the ωB97M-V functional and the def2-TZVPD basis) of a 2-piece molecular cluster, C4H4NO3 overall in a non-equilibrium geometry.

Calculated values
* ΔE to the lowest compared entry with this formula, charge and spin: 45.03 kcal/mol
* HOMO-LUMO gap: 7.22 eV
* net charge: -1

```
12
Properties=species:S:1:pos:R:3:forces:R:3:nbo_charge:R:1
C -1.63131 1.57430 2.08451 -1.505 0.707 2.376 0.2528
C -1.15658 2.37283 -0.41558 -2.459 -2.907 0.508 0.9462
C -0.24390 -0.54646 -0.44133 -1.618 -2.114 2.313 -0.2523
C -0.67435 1.06569 1.23134 2.224 -0.881 -2.274 -0.2991
N -2.42680 2.05138 2.80875 1.058 -0.648 -1.167 -0.4660
O -2.17410 1.88594 -0.90195 1.902 1.324 0.435 -0.6801
O -0.31373 3.19176 -0.38108 0.741 1.225 -0.455 -0.6385
O -0.74481 -0.35248 0.92107 -0.936 0.460 -0.859 -0.5644
H -0.78602 0.03829 -1.14699 -1.116 -0.298 -0.739 0.1967
H -0.15430 -1.68516 -0.58868 -0.205 1.906 -0.115 0.1664
H 0.64944 -0.05763 -0.39411 3.276 0.697 -0.359 0.1578
H 0.42980 1.25649 1.37657 -1.362 0.529 0.336 0.1805
```
Positions in Å, forces in eV/Å.


8.
The following is a DFT calculation (the ωB97M-V functional and the def2-TZVPD basis) of an isolated ion of composition C4H4NO5 and charge -1 in a non-equilibrium geometry.

Calculated values
* ΔE to the lowest compared entry with this formula, charge and spin: 67.26 kcal/mol
* HOMO-LUMO gap: 8.72 eV
* net charge: -1

```
14
Properties=species:S:1:pos:R:3:forces:R:3:nbo_charge:R:1
C 0.10016 -0.81400 0.03531 -1.406 -0.701 2.807 -0.5973
C -0.15352 0.66720 0.12467 2.773 -0.976 0.422 -0.4505
C 1.11205 1.41953 0.04796 0.284 1.192 -1.598 0.7693
O 2.16758 0.93329 -0.32061 -0.255 0.279 0.972 -0.6451
O 1.00647 2.81731 0.14041 1.828 -2.116 0.064 -0.7080
C -1.26690 1.35544 0.26915 -3.839 0.128 -0.224 0.6058
O -1.72039 2.47140 0.39021 0.687 0.160 0.048 -0.6431
N -2.68306 0.23700 -0.01270 1.595 0.722 -0.373 0.4439
O -2.98821 -0.60843 0.79130 -0.350 -0.583 0.783 -0.4500
O -3.24363 0.38353 -1.07978 -0.288 0.148 -0.184 -0.4466
H 0.36003 -1.23803 1.13278 -0.375 0.797 -2.442 0.1874
H 0.95564 -0.86689 -0.58683 0.716 -0.807 -0.570 0.2357
H -0.77837 -1.40408 -0.30577 0.726 0.450 0.008 0.2152
H 0.07656 2.89982 0.07982 -2.095 1.307 0.286 0.4833
```
Positions in Å, forces in eV/Å.


9.
The following is a DFT calculation (the ωB97M-V functional and the def2-TZVPD basis) of a single C4H4O molecule in a non-equilibrium geometry.

Calculated values
* ΔE to the lowest compared entry with this formula, charge and spin: 72.12 kcal/mol
* HOMO-LUMO gap: 11.05 eV
* net charge: 0

```
9
Properties=species:S:1:pos:R:3:forces:R:3:nbo_charge:R:1
C 1.82293 -0.79893 -1.16463 -0.963 -0.547 0.254 -0.2411
C 0.89476 -0.37263 -0.47848 1.873 -0.714 -0.972 -0.0564
C -0.09473 -0.06029 0.60106 1.825 -3.707 -1.362 0.0030
C -1.50494 0.05333 0.23965 -0.928 0.910 -1.663 -0.1098
O -0.67144 1.14681 0.64712 -0.604 1.940 0.842 -0.4520
H 2.55427 -1.39140 -1.80829 -1.449 1.545 1.290 0.2597
H 0.22906 -0.72106 1.42749 -0.517 1.194 0.472 0.2095
H -1.73837 0.12108 -0.84968 0.172 -0.280 0.946 0.1887
H -2.38155 -0.11198 0.86793 0.591 -0.342 0.193 0.1984
```
Positions in Å, forces in eV/Å.


10.
The following is a DFT calculation (the ωB97M-V functional and the def2-TZVPD basis) of a single C4H4O molecule.

Calculated values
* ΔE to the lowest compared entry with this formula, charge and spin: 50.79 kcal/mol
* HOMO-LUMO gap: 9.14 eV
* net charge: 0

```
9
Properties=species:S:1:pos:R:3:forces:R:3:nbo_charge:R:1
C 1.89973 0.11770 -0.94392 -0.101 0.048 -0.001 -0.4948
C 0.64342 0.28121 -0.59989 -0.111 -0.061 0.112 0.0627
C -0.56089 0.39744 -0.20236 0.214 -0.090 0.141 -0.1990
C -1.64877 0.24643 0.52879 0.095 0.195 -0.244 0.1526
O -1.75664 -0.75997 1.43414 0.095 -0.122 0.035 -0.6544
H 2.44158 -0.74004 -0.54998 -0.032 0.201 -0.086 0.2231
H 2.42235 0.80849 -1.59484 -0.081 -0.081 -0.007 0.2255
H -2.54107 0.86403 0.49266 0.201 -0.059 -0.054 0.1994
H -0.89969 -1.21530 1.43539 -0.281 -0.030 0.104 0.4849
```
Positions in Å, forces in eV/Å.


In order of appearance, molar mass = 140.17 152.12 168.12 196.20 82.08 114.08 114.08 146.08 68.07 68.08 g mol⁻¹.